C18H17FN2O2 in the gas phase in a non-equilibrium geometry, computed with ωB97M-V/def2-TZVPD.

Geometry (Å):
1 O 5.15885 -1.23408 2.77375
2 N 4.08923 -1.34144 2.21181
3 O 3.94685 -1.72234 1.06980
4 C 2.90433 -0.98999 2.95547
5 C 3.03150 -0.53336 4.26258
6 C 1.88895 -0.19774 4.96232
7 C 0.64373 -0.31503 4.36283
8 C 0.51783 -0.77555 3.05727
9 C -0.82950 -0.92972 2.40439
10 N -0.76656 -0.59295 0.99838
11 C -0.57275 0.82884 0.79650
12 C -0.62188 1.20674 -0.64829
13 C -1.07002 0.39950 -1.60614
14 C -1.08225 0.81294 -3.01870
15 C -2.18672 0.58293 -3.83626
16 C -2.19191 0.98852 -5.15752
17 C -1.07393 1.62464 -5.66402
18 F -1.07134 2.01940 -6.95565
19 C 0.04060 1.86725 -4.88223
20 C 0.02705 1.46033 -3.56204
21 C -1.54704 -0.98241 -1.25678
22 C -1.89599 -1.06910 0.22626
23 C 1.66262 -1.11674 2.35105
24 H 4.01304 -0.44831 4.70212
25 H 1.96583 0.16076 5.97715
26 H -0.24253 -0.04505 4.91866
27 H -1.57880 -0.32548 2.95000
28 H -1.12918 -1.98049 2.48696
29 H -1.33733 1.42202 1.34245
30 H 0.40208 1.10759 1.21116
31 H -0.29911 2.21276 -0.87418
32 H -3.06649 0.10338 -3.43445
33 H -3.04690 0.81963 -5.79316
34 H 0.89835 2.36225 -5.30953
35 H 0.89456 1.62918 -2.94271
36 H -0.74567 -1.69216 -1.48003
37 H -2.41233 -1.26174 -1.85849
38 H -2.80802 -0.47884 0.42829
39 H -2.09583 -2.10861 0.49752
40 H 1.58664 -1.46753 1.33346

Computed properties:
Structure (SMILES): O=[N+]([O-])c1cccc(CN2CC=C(c3ccc(F)cc3)CC2)c1
Max |F| in Eh/bohr: 0.0266
LUMO level in eV: -0.4
ΔE to the lowest compared entry with this formula, charge and spin in kcal per mole: 69.6
Frontier orbital gap in eV: 8.17
Total charge: 0